Formula: C4H8O2
Source: the Open Molecules 2025 dataset
Level of theory: ωB97M-V with the def2-TZVPD basis set

Output
Kohn-Sham gap ... 11.153 eV
Net charge ... 0
Highest occupied orbital energy ... -0.3720 hartree
ΔE to the lowest compared entry with this formula, charge and spin ... 48.0 kcal per mole
E ... -8371.1981 eV
SMILES ... OCC[C@@H]1CO1

The geometry in XYZ format:
```
14
Properties=species:S:1:pos:R:3:forces:R:3:mulliken_charge:R:1
O -1.86265 1.03416 0.29117 0.12 0.20 -0.10 -0.5343
C -1.33587 -0.24006 0.56963 0.11 -0.44 0.08 -0.5022
C -0.44427 -0.77184 -0.56047 -0.02 -0.03 -0.07 -0.6575
C 0.84771 -0.00328 -0.75536 0.00 -0.22 -0.14 0.2299
C 1.71390 0.34327 0.36789 0.21 -0.08 0.14 -0.4347
O 0.83866 1.31592 -0.21052 0.04 0.14 0.21 -0.4978
H -1.09537 1.60196 0.12498 -0.16 0.00 0.10 0.3850
H -0.80122 -0.25566 1.53519 -0.06 0.06 -0.19 0.2408
H -2.19569 -0.90923 0.67656 0.14 0.05 0.00 0.3493
H -1.02478 -0.71009 -1.48771 0.06 -0.08 0.09 0.2918
H -0.20289 -1.82728 -0.38532 -0.08 0.07 -0.03 0.2966
H 1.32225 -0.10139 -1.73168 -0.16 0.17 0.05 0.3853
H 1.48307 -0.08402 1.34481 -0.18 0.47 -0.04 0.1786
H 2.75716 0.60754 0.22085 -0.03 -0.31 -0.09 0.2691
```
Positions in Å, forces in eV/Å.


Formula: C4H8O2
Source: the Open Molecules 2025 dataset
Level of theory: ωB97M-V with the def2-TZVPD basis set

Output
Kohn-Sham gap ... 9.963 eV
Net charge ... 0
Highest occupied orbital energy ... -0.3304 hartree
ΔE to the lowest compared entry with this formula, charge and spin ... 53.2 kcal per mole
E ... -8370.9749 eV
SMILES ... C=CO.C=CO

The geometry in XYZ format:
```
14
Properties=species:S:1:pos:R:3:forces:R:3:mulliken_charge:R:1
C -1.12162 -1.25021 1.45903 0.02 0.12 0.21 -1.0142
C -0.38549 -0.22404 1.89619 -0.05 -0.27 0.15 0.1177
O -0.37990 1.03963 1.43082 -0.20 -0.06 -0.24 -0.4661
H -1.86827 -1.13375 0.67545 0.13 0.00 0.16 0.4341
H -1.04203 -2.21129 1.95232 0.01 0.13 -0.05 0.2407
H 0.31114 -0.30696 2.72155 -0.03 -0.19 0.01 0.3609
H -0.91691 1.06701 0.62714 0.04 0.13 -0.08 0.3390
C 1.09132 1.31169 -1.97861 0.01 -0.10 0.01 -0.6689
C 0.89668 0.15107 -1.37091 0.20 0.21 -0.18 0.0714
O -0.34580 -0.40714 -1.30128 0.07 -0.13 0.02 -0.5465
H 0.26238 1.84562 -2.43278 0.13 -0.05 0.04 0.2470
H 2.08574 1.72637 -2.03370 -0.02 0.04 0.00 0.2445
H 1.70338 -0.41772 -0.90392 -0.19 0.15 -0.09 0.2481
H -0.29062 -1.19031 -0.74131 -0.12 0.03 0.04 0.3923
```
Positions in Å, forces in eV/Å.


Formula: C4H8O2
Source: the Open Molecules 2025 dataset
Level of theory: ωB97M-V with the def2-TZVPD basis set

Output
Kohn-Sham gap ... 10.516 eV
Net charge ... 0
Highest occupied orbital energy ... -0.3543 hartree
ΔE to the lowest compared entry with this formula, charge and spin ... 50.4 kcal per mole
E ... -8371.0948 eV
SMILES ... OCC1COC1

The geometry in XYZ format:
```
14
Properties=species:S:1:pos:R:3:forces:R:3:mulliken_charge:R:1
O 2.03544 1.02913 0.36190 0.29 -0.01 -0.11 -0.5199
C 1.30003 -0.14079 0.03400 -0.29 -0.35 -0.08 -0.6301
C -0.15807 0.16899 0.33930 0.08 0.06 0.12 0.1825
C -1.07075 0.66025 -0.79805 0.15 0.36 -0.15 -0.4752
O -1.92933 -0.48365 -0.67376 -0.12 -0.04 -0.10 -0.3996
C -1.19534 -0.96059 0.46041 0.12 -0.24 0.27 -0.4304
H 2.96042 0.89459 0.12245 -0.17 0.04 0.04 0.2984
H 1.63298 -1.00327 0.63508 -0.05 0.20 -0.01 0.2950
H 1.44679 -0.40912 -1.02548 -0.14 0.05 0.18 0.3397
H -0.15840 0.81732 1.21690 0.01 0.02 -0.09 0.3660
H -1.60576 1.59635 -0.59775 0.05 -0.14 -0.01 0.2160
H -0.61084 0.72333 -1.79291 -0.02 -0.06 0.15 0.2515
H -1.78719 -0.89401 1.38314 0.04 -0.08 -0.16 0.2256
H -0.85998 -1.99853 0.33476 0.06 0.19 -0.06 0.2804
```
Positions in Å, forces in eV/Å.


Formula: C4H8O2P
Source: the Open Molecules 2025 dataset
Level of theory: ωB97M-V with the def2-TZVPD basis set

Output
Kohn-Sham gap (alpha / beta) ... 7.599 / 6.720 eV
2S+1 ... 3
Net charge ... -1
Highest occupied orbital energy (alpha / beta) ... -0.1278 / -0.1226 hartree
ΔE to the lowest compared entry with this formula, charge and spin ... 20.0 kcal per mole
E ... -17658.6747 eV

The geometry in XYZ format:
```
15
Properties=species:S:1:pos:R:3:forces:R:3:mulliken_spin:R:1
C -0.46285 -1.45899 1.67434 1.01 -0.79 -0.43 0.7805
C 2.12756 0.08490 -0.54680 -2.95 0.22 -1.71 0.8524
C 0.70646 0.12728 -1.18870 2.41 -2.93 -0.01 -0.0138
C -0.27991 0.86771 -0.39804 0.50 -0.02 3.25 0.0672
O -2.11071 -1.03715 -0.56766 0.04 -0.55 0.24 0.0443
O -2.11792 0.62729 1.42045 -0.25 -0.26 1.97 -0.0078
P -1.22855 -0.47341 0.50323 -1.82 2.36 0.03 0.1474
H 0.27552 -2.13300 1.13844 -0.52 0.55 0.51 0.0186
H 2.37182 -0.83713 -0.11004 0.80 -0.81 0.71 0.0303
H 2.41140 1.03339 -0.17952 0.83 0.65 0.55 0.0308
H 0.73191 0.50985 -2.14927 0.53 1.21 -2.18 0.0380
H 0.37085 -0.94155 -1.44125 0.33 1.24 0.78 -0.0015
H 0.19188 1.54870 0.35767 0.09 -0.80 -0.19 -0.0011
H -0.81011 1.60140 -0.93716 -1.47 0.21 -0.97 0.0103
H -2.17735 0.48071 2.42430 0.49 -0.27 -2.56 0.0043
```
Positions in Å, forces in eV/Å.


Formula: C4H8O2PS3
Source: the Open Molecules 2025 dataset
Level of theory: ωB97M-V with the def2-TZVPD basis set

Output
Kohn-Sham gap ... 7.440 eV
Net charge ... -1
Highest occupied orbital energy ... -0.1573 hartree
ΔE to the lowest compared entry with this formula, charge and spin ... 17.9 kcal per mole
E ... -50168.8768 eV

The geometry in XYZ format:
```
18
Properties=species:S:1:pos:R:3:forces:R:3:mulliken_charge:R:1
C -0.13702 -3.51619 0.29405 -3.83 -2.68 -1.84 0.8581
C 1.69770 1.12229 0.17131 -1.49 1.24 -1.91 -0.8792
C -1.36118 2.45592 -1.04548 3.89 -0.28 1.51 -0.7060
C 0.64945 -2.59750 0.77245 0.88 -1.31 2.22 -1.1497
O -1.71995 -1.00975 1.51753 0.52 -0.15 -0.15 -0.6772
O -0.98263 -4.23509 -0.19048 3.10 2.40 1.66 -0.4662
P -0.86219 -0.25359 0.56142 -0.58 1.08 -0.33 0.6393
S -0.44514 -0.72318 -1.34422 -0.52 -0.04 0.34 -0.5173
S 1.02066 0.31093 1.61652 -0.77 0.33 -1.13 -0.2747
S -1.98404 1.63295 0.46583 0.81 -0.02 -0.14 -0.2287
H 1.62271 2.20550 0.02702 -0.87 0.18 0.87 0.3385
H 1.39080 0.75710 -0.84394 -0.53 -0.30 1.30 0.1826
H 2.69812 1.04265 0.03180 3.55 -0.92 0.55 0.4630
H -0.66146 1.72445 -1.58624 -0.63 1.15 1.02 0.1472
H -0.89770 3.49973 -0.90931 -0.63 -1.67 0.05 0.2161
H -2.14456 2.48548 -1.66541 -3.11 0.62 -2.39 0.3715
H 0.53491 -2.41997 1.89088 0.28 -0.11 -1.82 0.3972
H 1.58152 -2.48173 0.23627 -0.07 0.46 0.20 0.2854
```
Positions in Å, forces in eV/Å.


Formula: C4H8O2S
Source: the Open Molecules 2025 dataset
Level of theory: ωB97M-V with the def2-TZVPD basis set

Output
Kohn-Sham gap ... 8.934 eV
Net charge ... 0
Highest occupied orbital energy ... -0.3095 hartree
ΔE to the lowest compared entry with this formula, charge and spin ... 86.5 kcal per mole
E ... -19204.6485 eV

The geometry in XYZ format:
```
15
Properties=species:S:1:pos:R:3:forces:R:3:mulliken_charge:R:1
C 0.19952 -0.73920 -0.04188 1.31 4.21 1.50 -0.7789
C -0.80177 0.44064 -0.25858 0.10 -1.70 -3.72 0.0936
C 2.69762 -0.29581 0.60987 1.32 0.40 1.44 -0.2231
C -2.24083 -0.15227 -0.24484 0.24 -0.50 -0.14 -1.1659
O -0.68399 1.49237 0.58603 -0.42 0.43 3.10 -0.5189
O 3.93556 0.15968 0.52468 0.90 0.64 -1.60 -0.2216
S 1.84352 -0.41967 -0.79566 -1.46 -0.31 -1.27 -0.1396
H 0.44285 -0.68408 1.02704 -0.03 -0.62 -0.14 0.3236
H -0.30217 -1.57595 -0.30442 -0.76 -2.99 -1.06 0.6682
H -0.58805 0.89159 -1.32632 -0.51 -0.89 1.83 0.3312
H -1.01781 1.16437 1.48221 0.78 0.93 -1.56 0.3712
H -2.35672 -1.15692 -0.77030 0.40 0.98 1.20 0.3373
H -2.77906 0.48233 -0.90899 -0.99 0.77 -0.04 0.3291
H -2.67267 -0.10136 0.80097 0.35 -0.40 -1.24 0.3016
H 4.32403 0.49427 -0.37979 -1.25 -0.93 1.70 0.2922
```
Positions in Å, forces in eV/Å.


Formula: C4H8O2S
Source: the Open Molecules 2025 dataset
Level of theory: ωB97M-V with the def2-TZVPD basis set

Output
Kohn-Sham gap ... 9.649 eV
Net charge ... 0
Highest occupied orbital energy ... -0.3341 hartree
ΔE to the lowest compared entry with this formula, charge and spin ... 73.4 kcal per mole
E ... -19205.2133 eV

The geometry in XYZ format:
```
15
Properties=species:S:1:pos:R:3:forces:R:3:mulliken_charge:R:1
C -0.09103 -2.19270 -0.47345 0.89 -0.75 0.36 0.3185
C 0.89002 1.67434 -0.45033 -2.35 0.85 2.57 -0.0901
C -0.84298 -1.78035 0.76561 1.51 1.80 -2.09 -1.0137
C -0.30577 2.62505 -0.22361 3.15 -1.83 2.78 -1.2798
O 0.58992 -1.45674 -1.18563 -1.75 -2.18 1.10 -0.4574
O 1.17345 0.89658 1.93174 -0.41 -0.46 1.45 -0.5520
S 1.67773 0.74820 0.57617 0.11 0.71 -0.57 0.3195
H -0.19841 -3.37230 -0.47540 0.84 1.61 -1.25 0.2107
H 1.38219 1.69306 -1.32512 1.34 -0.12 -3.43 0.4696
H -1.10668 -0.73858 0.62201 -0.50 0.07 0.68 0.2033
H -0.19135 -1.93255 1.58038 1.35 0.41 1.06 0.3414
H -1.55437 -2.48295 1.00054 -2.45 -1.19 0.03 0.4155
H 0.08695 3.58673 -0.24989 0.80 1.99 0.08 0.3987
H -0.76616 2.50521 0.75008 0.07 -0.29 0.17 0.3290
H -1.00727 2.61154 -0.93490 -2.61 -0.62 -2.94 0.3869
```
Positions in Å, forces in eV/Å.


Formula: C4H8O3
Source: the Open Molecules 2025 dataset
Level of theory: ωB97M-V with the def2-TZVPD basis set

Output
Kohn-Sham gap ... 8.839 eV
Net charge ... 0
Highest occupied orbital energy ... -0.2956 hartree
ΔE to the lowest compared entry with this formula, charge and spin ... 86.6 kcal per mole
E ... -10417.2481 eV

The geometry in XYZ format:
```
15
Properties=species:S:1:pos:R:3:forces:R:3:mulliken_charge:R:1
C -0.88033 0.75866 -0.24071 1.29 1.20 -0.83 0.0674
C -2.32791 0.82356 -0.62292 -0.50 1.26 2.44 -0.9541
C 1.26110 -1.48033 -0.36076 0.84 -2.23 3.72 -1.1520
C 1.34582 -0.39459 0.66529 0.28 0.53 -0.34 0.9053
O -0.15264 1.82312 -0.61006 -0.01 -2.57 1.35 -0.4719
O 1.81999 0.73199 0.44897 0.14 -0.83 0.26 -0.6837
O 1.07321 -0.79931 1.88116 -1.68 -3.46 -2.18 -0.4066
H -2.62611 1.63751 -1.27760 0.02 0.15 -0.25 0.3019
H -2.78830 -0.11817 -0.91359 0.34 -0.11 0.05 0.2673
H -2.79312 1.06469 0.45207 0.76 -0.49 -2.06 0.2194
H 1.70891 -1.07453 -1.14950 1.50 1.23 -3.77 0.3966
H 1.80091 -2.45034 -0.05844 -0.43 1.65 -0.09 0.3251
H 0.28150 -1.78678 -0.50517 -1.87 -0.23 -0.49 0.3282
H 0.85848 1.53366 -0.22340 -2.19 0.76 -0.85 0.5370
H 1.41849 -0.26913 2.51466 1.50 3.15 3.03 0.3205
```
Positions in Å, forces in eV/Å.


Which value of net charge does entry 7 give? 0


The highest E belongs to which entry? number 2


Copy entry 7 word for word.
Formula: C4H8O2S
Source: the Open Molecules 2025 dataset
Level of theory: ωB97M-V with the def2-TZVPD basis set

Output
Kohn-Sham gap ... 9.649 eV
Net charge ... 0
Highest occupied orbital energy ... -0.3341 hartree
ΔE to the lowest compared entry with this formula, charge and spin ... 73.4 kcal per mole
E ... -19205.2133 eV

The geometry in XYZ format:
```
15
Properties=species:S:1:pos:R:3:forces:R:3:mulliken_charge:R:1
C -0.09103 -2.19270 -0.47345 0.89 -0.75 0.36 0.3185
C 0.89002 1.67434 -0.45033 -2.35 0.85 2.57 -0.0901
C -0.84298 -1.78035 0.76561 1.51 1.80 -2.09 -1.0137
C -0.30577 2.62505 -0.22361 3.15 -1.83 2.78 -1.2798
O 0.58992 -1.45674 -1.18563 -1.75 -2.18 1.10 -0.4574
O 1.17345 0.89658 1.93174 -0.41 -0.46 1.45 -0.5520
S 1.67773 0.74820 0.57617 0.11 0.71 -0.57 0.3195
H -0.19841 -3.37230 -0.47540 0.84 1.61 -1.25 0.2107
H 1.38219 1.69306 -1.32512 1.34 -0.12 -3.43 0.4696
H -1.10668 -0.73858 0.62201 -0.50 0.07 0.68 0.2033
H -0.19135 -1.93255 1.58038 1.35 0.41 1.06 0.3414
H -1.55437 -2.48295 1.00054 -2.45 -1.19 0.03 0.4155
H 0.08695 3.58673 -0.24989 0.80 1.99 0.08 0.3987
H -0.76616 2.50521 0.75008 0.07 -0.29 0.17 0.3290
H -1.00727 2.61154 -0.93490 -2.61 -0.62 -2.94 0.3869
```
Positions in Å, forces in eV/Å.